Computed, not measured: C3H13O4 as an isolated structure in a non-equilibrium geometry, with wB97M-V/def2-TZVPD.

CARTESIAN COORDINATES (ANGSTROEM)
C (-0.032, -0.505, -0.525)
O (0.498, 0.821, -0.746)
C (-1.231, -0.553, 0.411)
C (-2.046, -1.919, 0.334)
H (1.048, -1.096, -0.317)
H (-0.269, -0.950, -1.605)
H (-1.812, 0.322, 0.363)
H (-0.966, -0.565, 1.406)
H (-2.475, -2.369, 1.227)
H (-1.581, -2.756, -0.128)
H (-2.762, -1.727, -0.489)
H (0.761, 1.352, 0.347)
H (-0.092, 1.828, 1.889)
O (0.830, 1.905, 1.483)
H (1.102, -0.425, 1.522)
H (1.728, 0.730, 2.015)
O (1.797, -0.343, 2.161)
H (-0.490, 0.894, -2.427)
H (0.939, 0.515, -2.960)
O (-0.035, 0.380, -3.169)

LUMO, eV: 3.8110
Highest occupied orbital energy, eV: -4.695
Relative energy (zero: lowest compared OMol25 entry of this formula, charge and spin), eV: 2.1551
HOMO-LUMO gap, eV: 8.51
Charge: -1